Here is a molecular structure, C5H6NO4S2 from the OMol25 dataset. Energies are from ωB97M-V with the def2-TZVPD basis set.

```
18
Properties=species:S:1:pos:R:3
S -0.889 0.732 1.861
S -0.003 -3.103 0.186
O 2.186 1.932 -0.347
O -0.779 1.475 -1.856
O 0.001 3.555 -2.042
O -0.671 0.350 3.356
N -0.358 -0.542 -0.501
C 1.017 2.262 -0.429
C 0.017 -1.714 -1.098
C -0.184 -1.908 1.424
C 0.014 2.418 -1.618
C -0.353 -0.529 0.893
H 0.646 2.769 0.443
H 0.587 -1.953 2.233
H -0.467 0.467 -1.117
H -0.705 -2.101 -1.858
H 0.974 -1.838 -1.460
H -1.033 -2.275 1.931
```

Summary:
Energy (hartree): -1346.2255
Orbital gap (eV): 7.27
Spin multiplicity: 1
Net charge: -1


Here is a molecular structure, C5H6NP from the OMol25 dataset. Energies are from ωB97M-V with the def2-TZVPD basis set.

```
13
Properties=species:S:1:pos:R:3
P 0.526 1.374 -0.961
N -0.287 -0.562 0.851
C -0.952 -1.082 -1.988
C -0.163 -0.112 -0.388
C 0.314 0.054 1.830
C 0.850 1.338 1.781
C 1.050 2.028 0.550
H 0.206 -0.554 2.790
H 1.451 2.982 0.543
H -0.852 -0.266 -2.739
H 1.442 1.700 2.670
H -2.040 -1.296 -1.832
H -0.274 -1.940 -1.987
```

Summary:
Energy (hartree): -590.1261
Orbital gap (eV): 9.10
Spin multiplicity: 1
Net charge: 0


Here is a molecular structure, C5H6NaO4 from the OMol25 dataset. Energies are from ωB97M-V with the def2-TZVPD basis set.

```
16
Properties=species:S:1:pos:R:3
Na 0.354 -0.661 -0.171
O -1.405 0.024 1.261
O -0.939 1.925 4.291
O 0.853 2.730 5.162
O -0.820 4.150 4.665
C -0.888 1.618 2.916
C 2.534 -1.356 1.027
C -0.360 3.033 4.703
C -1.392 0.428 2.496
C 2.598 -2.564 1.635
H -1.879 -0.202 3.267
H 3.551 -0.923 0.922
H 1.176 3.461 5.703
H -0.497 2.405 2.269
H 3.517 -3.020 2.045
H 1.698 -3.182 1.789
```

Summary:
Energy (hartree): -657.3434
Orbital gap (eV): 5.19
Spin multiplicity: 1
Net charge: -1


Here is C5H6O in the gas phase from the OMol25 dataset. Energies are from ωB97M-V with the def2-TZVPD basis set.

```
12
Properties=species:S:1:pos:R:3
O -0.271 1.215 -0.947
C -1.174 -0.213 0.819
C 1.384 0.002 0.142
C -0.042 0.098 -0.126
C -0.971 -1.031 -0.430
C 2.544 0.333 0.092
H -1.614 -0.850 -1.286
H -1.949 0.546 0.802
H -0.625 -2.052 -0.311
H -0.997 -0.687 1.779
H 0.173 1.952 -0.504
H 3.543 0.686 -0.031
```

Summary:
Energy (hartree): -269.2432
Orbital gap (eV): 10.50
SMILES: C#CC1(O)CC1
Spin multiplicity: 1
Net charge: 0


Here is C5H6O in the gas phase from the OMol25 dataset. Energies are from ωB97M-V with the def2-TZVPD basis set.

```
12
Properties=species:S:1:pos:R:3
O 2.778 -0.401 -0.278
C -3.322 -0.155 -0.046
C 1.748 0.380 0.343
C 0.378 -0.276 0.210
C -0.748 0.400 -0.127
C -2.061 -0.058 -0.034
H 2.752 -0.107 -1.298
H -4.413 -0.409 -0.128
H 1.703 1.419 -0.033
H 1.997 0.347 1.389
H 0.284 -1.224 0.759
H -0.516 1.430 -0.539
```

Summary:
Energy (hartree): -269.2321
Orbital gap (eV): 9.56
SMILES: C#C/C=C/CO
Spin multiplicity: 1
Net charge: 0


Here is C5H6O in the gas phase from the OMol25 dataset. Energies are from ωB97M-V with the def2-TZVPD basis set.

```
12
Properties=species:S:1:pos:R:3
O -1.965 -0.212 0.624
C -1.862 0.681 -0.475
C -0.683 0.309 0.316
C 2.842 -0.030 0.263
C 0.345 -0.711 -0.160
C 1.725 -0.230 -0.136
H -2.027 0.230 -1.453
H -2.323 1.660 -0.331
H 0.498 -1.505 0.579
H 0.018 -1.198 -1.085
H -0.315 1.043 1.036
H 3.747 -0.038 0.823
```

Summary:
Energy (hartree): -269.2305
Orbital gap (eV): 11.04
SMILES: C#CC[C@H]1CO1
Spin multiplicity: 1
Net charge: 0


Here is C5H6O in the gas phase from the OMol25 dataset. Energies are from ωB97M-V with the def2-TZVPD basis set.

```
12
Properties=species:S:1:pos:R:3
O 0.816 0.002 2.543
C -0.437 -0.474 0.547
C 0.472 0.511 -0.190
C 0.019 0.529 -2.820
C 0.227 0.527 -1.634
C -0.127 -0.547 2.022
H -0.156 0.535 -3.874
H -0.832 -1.160 2.626
H -0.334 -1.487 0.132
H 1.519 0.258 0.007
H -1.496 -0.211 0.421
H 0.328 1.517 0.220
```

Summary:
Energy (hartree): -269.2810
Orbital gap (eV): 10.82
SMILES: C#CCCC=O
Spin multiplicity: 1
Net charge: 0


Here is C5H6O in the gas phase from the OMol25 dataset. Energies are from ωB97M-V with the def2-TZVPD basis set.

```
12
Properties=species:S:1:pos:R:3
O 0.940 -1.191 -0.092
C -0.979 0.896 -0.040
C -1.377 -0.501 0.046
C -0.412 -1.395 -0.018
C 0.348 1.152 -0.117
C 1.421 0.107 0.051
H -0.600 -2.480 -0.094
H -2.390 -0.889 -0.010
H -1.759 1.676 -0.022
H 2.156 0.210 -0.746
H 1.966 0.229 1.050
H 0.684 2.185 -0.008
```

Summary:
Energy (hartree): -269.2977
Orbital gap (eV): 8.95
SMILES: C1=CCOC=C1
Spin multiplicity: 1
Net charge: 0


Here is C5H6O in the gas phase from the OMol25 dataset. Energies are from ωB97M-V with the def2-TZVPD basis set.

```
12
Properties=species:S:1:pos:R:3
O 0.436 -0.145 0.716
C -0.208 0.135 -1.510
C -1.000 1.325 -1.189
C 0.542 -0.527 -0.570
C -1.594 2.356 -0.999
C 0.718 -1.143 1.733
H -0.105 0.074 -2.673
H 1.385 -1.224 -0.815
H 0.262 -0.654 2.699
H 1.795 -1.377 1.773
H -2.249 3.185 -0.695
H 0.018 -2.004 1.529
```

Summary:
Energy (hartree): -269.2262
Orbital gap (eV): 9.44
SMILES: C#C/C=C\OC
Spin multiplicity: 1
Net charge: 0


Here is C5H6O in the gas phase from the OMol25 dataset. Energies are from ωB97M-V with the def2-TZVPD basis set.

```
12
Properties=species:S:1:pos:R:3
O 2.804 1.744 0.872
C -0.930 -0.900 -0.138
C -1.879 0.293 -0.294
C 0.462 -0.467 -0.109
C 1.579 -0.017 -0.018
C 2.799 0.617 0.429
H 3.716 0.004 0.396
H -1.128 -1.424 0.806
H -1.802 0.967 0.564
H -1.630 0.865 -1.192
H -2.913 -0.053 -0.375
H -1.078 -1.629 -0.941
```

Summary:
Energy (hartree): -269.2790
Orbital gap (eV): 10.62
SMILES: CCC#CC=O
Spin multiplicity: 1
Net charge: 0


Here is C5H6O in the gas phase from the OMol25 dataset. Energies are from ωB97M-V with the def2-TZVPD basis set.

```
12
Properties=species:S:1:pos:R:3
O 1.813 0.328 0.392
C 0.344 -0.885 -1.089
C -0.874 0.516 1.157
C -0.734 -0.520 1.764
C -0.390 1.333 0.048
C 0.741 0.235 -0.154
H -0.740 -0.985 -1.180
H -0.601 -1.381 2.369
H 0.756 -0.559 -2.048
H 0.784 -1.854 -0.839
H 0.045 2.298 0.325
H -1.143 1.474 -0.746
```

Summary:
Energy (hartree): -269.2552
Orbital gap (eV): 10.26
SMILES: C#CCC(C)=O
Spin multiplicity: 1
Net charge: 0


Here is C5H6O in the gas phase from the OMol25 dataset. Energies are from ωB97M-V with the def2-TZVPD basis set.

```
12
Properties=species:S:1:pos:R:3
O -1.671 1.433 -0.005
C 1.615 0.032 0.093
C -1.158 0.245 0.508
C 0.357 -0.411 0.637
C 2.598 0.458 -0.461
C -0.695 -0.870 -0.330
H -1.668 1.456 -0.972
H -1.032 -1.885 -0.217
H 3.399 0.988 -0.925
H -0.486 -0.548 -1.352
H 0.430 -0.955 1.585
H -1.689 0.057 1.437
```

Summary:
Energy (hartree): -269.2306
Orbital gap (eV): 9.72
SMILES: C#C[C@@H]1C[C@@H]1O
Spin multiplicity: 1
Net charge: 0


Values of relative energy (zero: lowest compared OMol25 entry of this formula, charge and spin), in order: 1.368, 2.075, 0.000, 2.804, 3.105, 3.150, 1.776, 1.321, 3.266, 1.830, 2.478, 3.148, all in eV.